Record 1
C8H15FN | ωB97M-V/def2-TZVPD

Summary:
Charge = +1
Relative energy (zero: lowest compared OMol25 entry of this formula, charge and spin) = 1.5539 eV
Frontier orbital gap = 0.371 Eh
HOMO level = -13.18 eV

Each line ends with the Löwdin charge.
Positions of all 25 atoms, in Å:
C: 1.7359 -0.3952 -0.0470  -0.30
F: -0.8457 -2.7359 -0.5565  0.05
C: 1.0761 -1.5731 -0.0649  0.02
C: 3.1950 -0.2013 -0.0485  -0.03
C: -2.6292 -0.5678 -0.0289  -0.03
H: 1.4386 1.7518 0.2419  0.16
H: 3.4975 -0.6564 0.9283  0.11
H: 3.5719 0.8786 -0.2392  0.13
C: -1.1777 -0.4337 -0.2696  -0.19
H: -3.3412 0.3132 -0.3252  0.14
H: 1.6377 -2.4417 -0.2762  0.12
H: -2.0740 2.1991 0.4875  0.10
H: -2.7658 -0.7638 1.0371  0.10
H: -0.4688 0.7192 1.3271  0.22
H: -1.0783 2.4611 -0.9928  0.16
H: -0.8762 -0.2734 -1.2850  0.15
H: 3.5887 -0.9245 -0.8247  0.11
C: -0.3870 -1.7224 0.2183  -0.28
H: 0.8664 0.9700 -1.1830  0.15
H: -0.6943 2.9041 0.6524  0.06
N: -0.4847 0.8762 0.2854  -0.09
H: -3.1199 -1.4397 -0.3458  0.08
C: 0.9400 0.8249 -0.1226  -0.11
C: -1.0828 2.1791 0.1021  0.01
H: -0.5221 -1.9484 1.3299  0.18

Cartesian forces (eV/Å) of the 2 atoms listed first:
C -2.14 -1.55 0.56
F -0.69 -0.55 -0.05

=====

Record 2
C33H56FN3O8 | ωB97M-V/def2-TZVPD

Summary:
Charge = 0
Frontier orbital gap = 0.282 Eh
HOMO level = -8.69 eV

Each line ends with the Löwdin charge.
Positions of all 101 atoms, in Å:
H: -5.6063 -4.0904 -1.9586  0.10
H: 1.3701 6.5565 6.4536  0.12
H: -7.0089 -0.1372 -3.4745  0.09
O: 6.6041 -0.5010 1.0952  0.01
C: -3.8331 -1.6326 -1.4339  -0.10
C: 2.8955 0.4795 0.5298  0.02
H: 1.0720 -3.3212 -9.2820  0.07
H: -7.8758 -3.9221 -2.9016  0.12
H: -0.3598 6.8166 6.6107  0.12
H: -3.2651 -5.2687 -3.3911  0.12
H: -1.3271 -2.7845 1.1490  0.06
N: 1.1943 -4.3756 -6.5876  -0.05
H: 2.4772 3.4482 11.1886  0.09
C: 2.3296 -1.3507 -6.6571  -0.09
C: -0.1509 -3.9089 -6.2436  -0.21
C: 2.7910 1.0194 2.0664  -0.21
H: 4.6658 3.9980 3.1018  0.12
H: -4.5953 -2.6945 -3.7634  0.06
H: -0.9224 4.6129 8.5467  0.10
O: -0.5592 -2.5632 -8.2376  -0.20
H: -5.7981 -1.1223 -4.3044  0.07
H: -3.6430 -4.1882 -1.0930  0.11
H: 2.8218 -0.4094 -6.9127  0.09
C: 0.0768 -2.9062 -9.4591  -0.11
H: 0.1920 -1.9923 -10.0468  0.09
C: -7.0320 -3.4344 -3.4031  -0.21
H: -0.1152 -2.9576 -5.7030  0.10
C: -3.3092 -4.1797 -3.2771  -0.19
H: -7.5329 -1.2681 -4.7373  0.09
C: 4.0698 1.9181 2.5446  -0.09
C: 0.2020 4.7932 6.1035  -0.21
H: 2.5903 5.0083 3.7847  0.13
H: 1.9723 5.0189 11.8413  0.09
C: 2.1527 -4.3097 -5.4797  -0.19
C: -0.6025 -0.5073 0.5688  -0.09
H: -0.7057 4.2790 6.4367  0.11
H: 0.1963 1.6113 0.9706  0.11
H: 3.1106 -3.0986 -4.0078  0.11
H: 4.2089 2.9770 4.6071  0.14
H: -2.0308 -3.4651 -7.1661  0.12
O: 1.8064 0.7423 2.8405  0.03
C: -1.1280 -1.6784 0.9007  0.06
H: 2.2495 -1.9303 -7.5777  0.07
C: 5.3890 1.5255 2.0652  0.05
H: -5.8981 -5.2639 -3.2549  0.12
O: 3.1478 -2.0379 -5.7220  -0.20
H: 0.0287 5.0467 5.0516  0.12
H: 2.0647 3.6456 8.0087  0.07
F: 1.8711 3.9770 2.0943  -0.11
C: -1.0105 -3.6973 -7.4921  -0.20
H: 1.9763 2.1995 7.0168  0.09
C: 3.8994 3.2132 3.5059  -0.11
H: 1.4149 5.4872 8.5126  0.06
H: 0.9593 -0.1745 -2.6421  0.10
H: 2.5070 4.8680 10.1356  0.07
C: 3.2595 -0.5638 -2.4611  -0.03
H: -4.6213 -2.1696 -0.8991  0.09
C: 2.4430 3.9046 3.4287  -0.17
H: -0.4584 1.3003 -0.7969  0.12
C: -6.8201 -1.1179 -3.9176  -0.11
H: -2.5437 -3.7643 -3.9410  0.11
O: 0.6365 4.0618 10.5574  -0.20
C: 1.9626 4.3817 10.9489  -0.11
H: 0.1858 6.0683 11.0011  0.12
H: 6.3562 2.0968 2.3512  0.13
H: -1.1549 4.9213 10.9795  0.12
H: 3.4336 -0.9621 -3.5377  0.08
C: -5.7574 -4.1987 -3.0373  -0.21
C: 1.4482 3.1196 7.2784  -0.08
H: -7.2282 -3.4677 -4.4790  0.12
C: 5.5747 0.2521 1.0571  -0.26
O: 1.3166 3.9037 6.1013  -0.24
H: 0.4815 2.8495 7.7112  0.09
N: 0.6082 6.0642 8.3059  -0.05
H: -0.6307 -4.6503 -5.5942  0.12
H: -4.1991 -1.2664 -2.3945  0.07
C: -0.2236 5.2013 10.4741  -0.21
H: 1.7280 3.4206 4.2229  0.11
C: 4.5288 -0.4580 -1.4818  0.01
H: -0.5279 -3.6140 -10.0386  0.09
N: -4.5999 -3.7074 -3.7881  -0.05
H: 1.3382 -1.1221 -6.2566  0.09
C: 1.6318 0.3960 -0.4079  -0.10
C: 1.8562 -0.1212 -1.9030  0.00
H: -1.3627 6.2724 8.9877  0.12
C: 2.4447 -2.9311 -4.8614  -0.24
O: -2.6719 -2.4246 -1.6283  -0.21
H: -1.9811 -4.3179 -1.6127  0.12
H: -1.0617 -4.6020 -8.1052  0.12
H: 1.5505 -2.4512 -4.4485  0.10
H: 1.5553 -3.8127 -7.3487  0.06
C: 0.1479 0.8507 0.0915  -0.15
H: 5.5814 -0.7635 -1.8204  0.10
H: 3.0966 -4.7102 -5.8638  0.12
C: 4.3529 0.0670 -0.0105  -0.03
H: 1.8215 -4.9924 -4.6894  0.12
C: -2.9276 -3.8111 -1.8323  -0.22
H: -3.5524 -0.7574 -0.8431  0.08
C: -0.5559 5.5309 9.0170  -0.21
O: -6.9871 -2.0956 -2.9026  -0.20
C: 0.4486 6.1167 6.8492  -0.19

Cartesian forces (eV/Å) of the 2 atoms listed first:
H -0.18 -0.08 0.11
H -0.10 -0.04 -0.07

=====

Record 3
CH5OP | ωB97M-V/def2-TZVPD

Summary:
Charge = 0
Relative energy (zero: lowest compared OMol25 entry of this formula, charge and spin) = 2.6130 eV
Frontier orbital gap = 0.316 Eh
HOMO level = -9.10 eV

Each line ends with the Löwdin charge.
Positions of all 8 atoms, in Å:
H: 1.7166 0.7337 1.4454  -0.04
H: -0.7309 -1.7988 -0.2712  0.04
H: -1.1904 -0.0639 -0.8838  -0.03
P: 1.5129 0.2883 0.0776  0.68
H: -1.2776 -0.3311 1.0468  0.01
H: 1.8398 1.4107 -0.7671  -0.03
C: -0.9004 -0.6682 0.0113  -0.07
O: 2.6102 -0.6700 -0.2098  -0.56

Cartesian forces (eV/Å) of the 2 atoms listed first:
H -0.74 0.23 -0.73
H -0.28 2.48 1.05

=====

Record 4
C3H4S2 | ωB97M-V/def2-TZVPD

Summary:
⟨S²⟩ = 2.01
Charge = 0
Spin multiplicity = 3
Relative energy (zero: lowest compared OMol25 entry of this formula, charge and spin) = 0.0000 eV
Frontier orbital gap (alpha / beta) = 0.289 / 0.220 Eh
HOMO level (alpha / beta) = -6.96 / -8.38 eV

Each line ends with the Löwdin spin population.
Positions of all 9 atoms, in Å:
C: -0.5726 -0.9159 0.0794  0.13
H: 1.1586 1.3240 0.1909  0.04
S: 1.1088 -1.0763 -0.0384  0.27
S: -2.9946 0.1980 0.0028  0.75
C: 1.7456 0.4390 0.0387  0.58
C: -1.3338 0.2130 -0.0777  0.19
H: -1.0635 -1.8654 0.2343  0.00
H: -0.8509 1.1581 -0.3067  0.02
H: 2.8025 0.5255 -0.1233  0.03

Cartesian forces (eV/Å) of the 2 atoms listed first:
C -1.58 1.09 -0.45
H -0.08 0.09 0.15

=====

Per-record max |F|, eV Å⁻¹: 5.2 7.3 2.7 2.3